{
  "formula": "C48H108F6N12O8P",
  "method": "the ωB97M-V functional and the def2-TZVPD basis",
  "homo_energy_ev": -21.53,
  "total_charge": 7,
  "gap_ev": 8.8,
  "lumo_energy_ev": -12.7458,
  "total_energy_ev": -111310.078,
  "multiplicity": 1,
  "species": ["P", "F", "F", "F", "F", "F", "F", "C", "C", "N", "C", "C", "N", "C", "C", "H", "H", "H", "H", "H", "H", "H", "H", "H", "H", "H", "C", "C", "N", "C", "C", "N", "C", "C", "H", "H", "H", "H", "H", "H", "H", "H", "H", "H", "H", "C", "C", "N", "C", "C", "N", "C", "C", "H", "H", "H", "H", "H", "H", "H", "H", "H", "H", "H", "C", "C", "N", "C", "C", "N", "C", "C", "H", "H", "H", "H", "H", "H", "H", "H", "H", "H", "H", "C", "O", "C", "C", "N", "H", "H", "C", "C", "O", "C", "H", "H", "H", "H", "H", "H", "H", "H", "H", "H", "H", "H", "H", "H", "C", "O", "C", "C", "N", "H", "H", "C", "C", "O", "C", "H", "H", "H", "H", "H", "H", "H", "H", "H", "H", "H", "H", "H", "H", "C", "O", "C", "C", "N", "H", "H", "C", "C", "O", "C", "H", "H", "H", "H", "H", "H", "H", "H", "H", "H", "H", "H", "H", "H", "C", "O", "C", "C", "N", "H", "H", "C", "C", "O", "C", "H", "H", "H", "H", "H", "H", "H", "H", "H", "H", "H", "H", "H", "H"],
  "positions_angstrom": [[0.339678, -0.622714, -0.374942], [0.037307, -2.036092, 0.384802], [-0.883371, -1.034838, -1.398797], [-0.687165, 0.010006, 0.732769], [0.365625, 0.782650, -1.257374], [1.621840, -0.233382, 0.534153], [1.326483, -1.390863, -1.384809], [1.296291, -3.760250, -3.381197], [0.088488, -4.147971, -2.539362], [-0.047832, -5.570025, -2.279436], [-0.983160, -6.439218, -2.798568], [-0.751998, -7.648482, -2.240033], [0.324217, -7.553689, -1.360514], [0.723684, -6.273686, -1.445286], [0.756558, -8.605682, -0.466640], [2.231636, -4.106595, -2.944017], [1.380920, -2.700189, -3.611029], [1.245302, -4.214331, -4.374416], [-0.793213, -3.785078, -3.075287], [-0.083545, -3.591546, -1.616427], [-1.734947, -6.127648, -3.502531], [-1.215839, -8.615597, -2.356447], [1.500992, -5.820010, -0.851300], [1.167518, -9.459371, -1.006394], [-0.083801, -8.925620, 0.144225], [1.594638, -8.267864, 0.141027], [3.288657, 7.237819, -1.214648], [2.867779, 6.506272, -2.514845], [1.604357, 5.831354, -2.361170], [0.686675, 5.629881, -3.363145], [-0.344888, 4.879724, -2.875534], [-0.023651, 4.602960, -1.569074], [1.165798, 5.144478, -1.289838], [-0.723398, 3.581330, -0.752949], [4.326354, 7.555644, -1.303352], [3.356776, 6.516414, -0.394633], [2.630343, 8.067948, -0.973055], [3.650094, 5.775734, -2.717990], [2.855647, 7.329446, -3.225701], [0.799693, 6.071081, -4.341098], [-1.234173, 4.527869, -3.366123], [1.800085, 5.081672, -0.422522], [0.025874, 3.285080, -0.022010], [-0.995477, 2.720577, -1.353054], [-1.558606, 4.100503, -0.287534], [-3.422716, 4.127756, 4.981661], [-2.376122, 3.718327, 5.992442], [-1.837393, 2.379971, 5.763865], [-1.880497, 1.368453, 6.685992], [-1.317213, 0.269255, 6.107657], [-0.879011, 0.615486, 4.857686], [-1.105529, 1.926568, 4.712053], [-0.143494, -0.251025, 3.924181], [-4.063614, 3.338089, 4.591346], [-2.961361, 4.711011, 4.176833], [-4.124727, 4.862283, 5.382107], [-2.919186, 3.702230, 6.939651], [-1.591097, 4.454834, 6.155566], [-2.439184, 1.497185, 7.599685], [-1.333571, -0.731971, 6.506140], [-0.709349, 2.566666, 3.942725], [0.262320, -1.087154, 4.491267], [0.566744, 0.287940, 3.307649], [-0.864394, -0.771962, 3.291492], [0.006518, -0.318153, -5.077076], [-1.400765, -0.707762, -4.660276], [-2.305273, -0.632113, -5.820847], [-3.008086, 0.493214, -6.186811], [-3.658591, 0.162468, -7.354730], [-3.454563, -1.161324, -7.643346], [-2.631505, -1.598733, -6.676140], [-4.024355, -1.863236, -8.780735], [0.408387, -1.077859, -5.744786], [0.618031, -0.396814, -4.172858], [-0.030835, 0.713804, -5.413792], [-1.876499, -0.006188, -3.967356], [-1.564311, -1.605066, -4.062155], [-3.027773, 1.404230, -5.617714], [-4.246712, 0.753233, -8.040851], [-2.222899, -2.597090, -6.699971], [-3.888761, -1.221250, -9.647132], [-5.082946, -1.986614, -8.546534], [-3.626742, -2.865683, -8.908918], [4.512796, -3.681517, -1.126283], [4.547593, -2.362990, -1.638631], [5.716927, -2.035365, -2.384218], [5.528174, -0.878270, -3.345751], [5.203483, 0.386667, -2.567224], [6.023982, 0.506903, -1.967426], [5.244186, 1.179954, -3.219325], [3.928676, 0.523672, -1.805503], [3.687270, 2.007331, -1.530936], [3.555139, 2.782003, -2.706105], [2.377055, 2.487889, -3.447034], [3.883617, -3.745891, -0.236413], [5.446661, -4.046913, -0.683469], [4.199469, -4.442941, -1.840084], [6.175926, -2.875964, -2.908456], [6.388128, -1.788104, -1.550063], [4.714179, -1.123556, -4.030597], [6.391627, -0.741041, -3.994265], [3.969150, -0.089578, -0.911515], [3.130230, 0.197553, -2.468947], [4.475819, 2.451492, -0.917099], [2.821734, 2.150326, -0.873764], [2.422770, 1.528139, -3.966648], [2.351614, 3.200466, -4.273724], [1.494850, 2.648847, -2.824743], [2.658714, -2.679716, 2.426936], [3.946580, -2.300834, 2.924982], [4.485251, -1.080235, 2.493605], [5.715074, -0.725282, 3.297068], [5.358441, -0.613737, 4.781363], [4.459431, -1.066803, 4.936332], [6.133941, -1.118470, 5.211060], [5.383166, 0.797321, 5.347778], [4.452639, 1.761957, 4.651150], [5.096190, 2.252624, 3.496633], [4.385752, 3.334120, 2.919030], [2.310049, -2.239496, 1.491815], [1.973074, -2.302352, 3.200183], [2.576553, -3.760314, 2.517789], [3.728498, -0.288585, 2.392844], [4.764489, -1.194798, 1.433688], [6.147244, 0.204956, 2.938965], [6.495201, -1.483867, 3.262880], [6.400176, 1.175187, 5.253793], [5.160978, 0.676839, 6.407123], [4.407403, 2.594843, 5.366122], [3.438040, 1.399923, 4.450474], [4.679815, 3.411085, 1.872178], [4.598674, 4.258212, 3.456850], [3.304344, 3.156342, 2.858118], [-3.917704, -3.292503, -0.911429], [-3.410484, -3.930580, 0.258594], [-2.994360, -3.017222, 1.265228], [-1.866430, -3.747604, 1.987531], [-2.432272, -5.054880, 2.537456], [-3.079123, -5.458467, 1.853376], [-1.647469, -5.689492, 2.690063], [-3.185547, -4.959211, 3.844037], [-3.616885, -6.367964, 4.212928], [-2.608716, -7.291105, 3.997999], [-2.646421, -8.532048, 4.697570], [-4.428748, -3.976228, -1.579074], [-3.066180, -2.847110, -1.444830], [-4.504103, -2.412541, -0.635953], [-3.819674, -2.852944, 1.962911], [-2.659114, -2.113199, 0.756114], [-1.494068, -3.200763, 2.850587], [-1.081963, -4.071835, 1.310513], [-4.076938, -4.352489, 3.698568], [-2.537001, -4.474836, 4.573519], [-4.508316, -6.571901, 3.601766], [-4.025680, -6.346401, 5.228896], [-3.540412, -9.111466, 4.468170], [-2.589056, -8.399342, 5.781027], [-1.740410, -9.068135, 4.428103], [-4.586052, 1.893521, 2.358756], [-4.765336, 3.058807, 1.584379], [-4.838302, 2.720739, 0.206006], [-5.530642, 3.844574, -0.529155], [-4.741772, 5.141396, -0.705091], [-4.025443, 4.988473, -1.413559], [-5.417733, 5.815864, -1.070654], [-4.144650, 5.710824, 0.574453], [-3.432469, 6.995482, 0.177829], [-2.334590, 6.759872, -0.691832], [-1.441214, 7.852489, -0.722402], [-4.127754, 2.170773, 3.313291], [-3.808302, 1.260200, 1.913483], [-5.492717, 1.329337, 2.584268], [-5.487892, 1.865512, 0.011119], [-3.858896, 2.580697, -0.262703], [-6.436554, 4.169238, -0.008731], [-5.981494, 3.614566, -1.496240], [-3.378082, 5.017298, 0.915735], [-4.971119, 5.742729, 1.277631], [-3.065986, 7.494289, 1.079091], [-4.205938, 7.642983, -0.249814], [-1.896646, 8.824098, -0.912517], [-0.692553, 7.565963, -1.464369], [-0.868670, 7.891718, 0.214934]],
  "atomic_forces_ev_per_a": [[-1.793, -0.806, -1.183], [0.939, -0.163, 0.376], [-0.396, 0.158, 0.451], [0.486, 0.711, -0.718], [0.903, -0.478, 1.219], [-0.628, 0.261, -0.151], [0.454, 0.486, -0.003], [0.425, -0.558, -0.372], [-0.833, 1.492, -0.475], [0.230, -1.025, 0.219], [-0.028, -0.097, -0.010], [0.191, -0.980, 0.429], [-0.933, 2.097, -1.585], [0.300, -0.119, 0.841], [0.863, -0.605, 0.337], [0.034, 0.175, 0.116], [-0.227, 0.132, 0.602], [-0.165, -0.333, 0.143], [-0.170, -0.702, -0.258], [0.888, -0.147, 0.276], [0.058, -0.050, -0.039], [-0.234, 0.168, -0.217], [0.111, -0.155, -0.050], [-0.339, 0.052, -0.286], [0.083, 0.018, 0.055], [-0.252, 0.261, 0.150], [0.179, -1.108, 0.030], [1.864, 1.460, 1.593], [-1.768, -1.212, -0.216], [-0.571, 0.378, -0.397], [0.928, 0.619, -0.122], [0.230, -1.042, -0.133], [0.629, 0.816, -0.726], [0.823, 1.231, 0.212], [-0.156, 0.403, -0.302], [-0.295, 0.182, 0.219], [0.080, 0.022, 0.074], [-0.198, -0.018, -0.499], [-0.515, -0.645, -0.696], [0.074, 0.033, 0.048], [-0.045, 0.016, 0.110], [-0.537, -0.242, 0.362], [-0.401, -0.289, 0.248], [-0.049, 0.088, -0.075], [-0.130, -0.333, 0.120], [-0.030, 1.268, -0.912], [-1.129, 0.515, 0.902], [1.881, -0.778, -0.516], [-0.747, -0.334, -0.564], [-0.737, -0.278, 0.816], [0.793, 0.926, 0.279], [-1.085, 0.614, 0.394], [-1.082, -0.860, 0.274], [0.402, -0.025, 0.272], [-0.041, -0.498, -0.351], [0.174, -0.128, 0.510], [0.403, -0.485, 0.182], [0.162, -0.111, -0.378], [0.189, -0.180, 0.102], [0.322, -0.037, -0.167], [-0.219, -0.162, -0.242], [0.628, 0.441, 0.184], [0.080, 0.029, 0.177], [-0.060, 0.487, -0.357], [-0.318, -0.848, 1.455], [-1.165, 0.728, 0.353], [-0.913, -0.606, -0.004], [-0.432, -0.414, -1.493], [-0.464, 0.774, 0.128], [1.713, 0.893, 2.159], [0.281, -1.122, -1.084], [-0.885, -0.152, 0.041], [0.022, 0.498, -0.541], [0.072, 0.310, 0.001], [0.435, -0.167, -0.497], [0.557, 0.426, -0.046], [0.457, -0.555, -0.738], [0.201, 0.021, -0.074], [-0.103, 0.158, 0.294], [0.024, 0.029, 0.266], [-0.014, -0.319, -0.173], [-0.041, 0.087, -0.351], [0.425, 0.199, -0.014], [0.440, -0.737, 0.881], [-0.877, -0.129, -0.708], [0.779, -0.187, 1.352], [-1.178, -0.963, 0.340], [1.154, 0.162, -0.948], [-0.183, 0.225, 0.261], [-0.042, 0.008, -0.017], [-0.386, 0.482, -0.266], [-0.002, 0.360, 0.753], [0.301, -0.459, 0.148], [0.318, 0.785, -0.714], [-0.578, 0.504, -0.318], [0.482, 0.411, -0.510], [-0.060, 0.195, -0.316], [-0.300, -0.102, -0.127], [0.818, 0.324, -0.642], [-0.265, 0.318, 0.190], [0.280, 0.344, 0.430], [-0.115, -0.043, -0.072], [0.059, -0.481, 0.204], [0.426, -0.035, -0.424], [-0.381, -0.490, -0.249], [-0.257, -0.277, 0.477], [0.028, 0.175, 0.184], [-0.117, -0.471, -0.031], [-0.421, 0.696, 1.742], [0.263, -0.246, 0.102], [-0.233, -0.289, -1.705], [-0.439, -0.093, 0.146], [1.167, 0.958, -0.940], [0.176, -0.337, 0.223], [-0.552, -0.289, 0.687], [-0.230, -0.682, -0.070], [0.899, 0.935, 0.746], [-0.606, -0.538, -0.525], [-0.001, -0.009, -0.466], [0.675, -0.286, -0.221], [-0.381, -0.012, -0.250], [0.255, -0.033, -0.533], [-0.001, 0.186, 0.830], [0.481, 0.009, 0.074], [-0.123, 0.142, 0.243], [-0.254, -0.215, -0.330], [0.035, -0.101, -0.025], [-0.125, 0.179, -0.010], [-0.494, -0.034, 0.032], [0.018, -0.192, -0.012], [0.450, 0.176, 0.143], [-0.105, 0.074, -0.065], [-0.062, -0.115, 0.461], [0.937, 1.069, 0.093], [-0.358, -0.433, -0.052], [0.305, -0.970, -0.649], [-0.869, -0.592, 0.247], [-0.009, 0.936, 0.327], [0.267, -0.114, -0.256], [-0.324, -0.451, 0.050], [0.322, -0.265, -0.079], [-1.444, -0.003, 0.332], [0.860, 0.715, -0.446], [0.032, -0.366, 0.681], [-0.226, -0.189, 0.390], [0.090, -0.204, -0.171], [-0.603, -0.378, -0.038], [-0.045, 0.434, -0.071], [0.215, 0.267, 0.542], [0.225, 0.055, -0.115], [0.118, 0.467, -0.077], [0.061, 0.075, -0.063], [0.153, -0.160, -0.042], [0.073, -0.332, -0.182], [0.353, -0.075, 0.187], [0.038, 0.025, -0.192], [-0.175, 0.291, -0.029], [-0.161, -0.066, -0.271], [1.139, -0.356, 0.886], [-0.022, -0.489, -0.741], [-0.691, 1.155, -0.394], [-1.289, 1.281, 0.118], [-0.350, -1.095, 0.447], [0.147, 0.398, 0.026], [0.201, 0.181, -0.167], [1.084, -0.361, -1.279], [-0.566, 0.603, 0.782], [-1.399, -0.839, 0.210], [1.351, -0.244, 0.261], [-0.404, 0.124, -0.268], [-0.303, -0.250, -0.273], [-0.142, 0.126, -0.396], [0.235, -0.319, 0.225], [0.265, -0.427, 0.300], [0.225, -0.184, 0.543], [0.726, -0.435, -0.237], [-0.328, -0.305, 0.101], [0.188, 0.511, 0.182], [-0.157, -0.024, 0.124], [0.348, 0.386, -0.310], [-0.104, -0.155, -0.231], [-0.242, 0.474, -0.315], [-0.345, 0.211, 0.127]]
}